# 1
{
  "formula": "C10H16",
  "method": "wB97M-V/def2-TZVPD",
  "species": ["C", "C", "C", "C", "C", "C", "C", "H", "H", "H", "H", "H", "H", "H", "H", "C", "C", "C", "H", "H", "H", "H", "H", "H", "H", "H"],
  "positions_angstrom": [[-0.79802, -2.05976, -0.66861], [-0.25442, -1.94166, 0.70356], [1.16932, -1.94538, 0.79212], [1.84875, -1.52908, 1.93812], [1.14010, -1.11228, 3.04302], [-0.23299, -1.35397, 3.03882], [-0.92707, -1.77003, 1.89703], [-1.89021, -1.97734, -0.68393], [-0.46579, -3.01253, -1.07957], [-0.44802, -1.34778, -1.42181], [1.66198, -2.37226, -0.07600], [2.91540, -1.44464, 1.72585], [1.54761, -0.64830, 3.93354], [-0.82692, -0.97604, 3.85859], [-1.97764, -2.04084, 1.94335], [-1.05978, 3.22973, -1.38620], [-0.33738, 1.83430, -1.30324], [0.68435, 1.83999, -2.41460], [-0.35615, 3.94832, -1.80361], [-1.34545, 3.55567, -0.39962], [-2.03714, 3.08617, -1.85299], [0.00370, 1.68056, -0.27378], [-1.07502, 1.02981, -1.35000], [1.61182, 2.36154, -2.16333], [1.04299, 0.80091, -2.58627], [0.40599, 2.16488, -3.41042]],
  "atomic_forces_ev_per_a": [[-1.034, -0.707, -0.576], [2.485, 0.423, 0.383], [-1.431, -0.138, 0.396], [0.588, -0.156, -2.039], [-0.976, -0.260, 0.454], [-0.176, 0.779, -0.286], [-0.110, -0.267, -0.080], [0.112, -0.330, -0.033], [-0.396, -0.304, -0.108], [0.272, 0.378, 0.610], [0.461, 0.535, 0.046], [-0.027, 0.017, 1.008], [0.366, -0.117, -0.223], [-0.006, -0.427, 0.358], [-0.123, 0.601, 0.061], [-0.199, -1.457, 0.976], [-1.272, 1.516, 0.143], [1.702, -2.370, 0.135], [-0.566, 0.163, -0.310], [0.130, 0.326, 0.561], [0.418, 0.516, -0.785], [0.909, 0.208, -0.375], [-0.038, 0.032, -0.682], [-0.259, 0.317, 0.197], [-0.090, 0.354, 0.053], [-0.738, 0.368, 0.118]],
  "e_homo_ha": -0.3264,
  "smiles": "Cc1ccccc1.CCC",
  "charge": 0,
  "relative_energy_ev": 1.212,
  "energy_ha": -390.59134
}

=====

# 2
{
  "formula": "C20H33Cl2N4O3Pd",
  "method": "wB97M-V/def2-TZVPD",
  "species": ["O", "C", "C", "C", "H", "C", "H", "C", "H", "C", "H", "C", "H", "H", "C", "C", "H", "H", "H", "C", "C", "H", "H", "H", "H", "Pd", "Cl", "Cl", "H", "H", "C", "C", "N", "H", "C", "O", "H", "H", "H", "H", "H", "H", "C", "C", "N", "H", "C", "O", "H", "H", "H", "H", "C", "N", "C", "C", "N", "H", "H", "H", "H", "H", "H"],
  "positions_angstrom": [[0.19325, 0.52143, -3.60299], [-0.41947, 0.57389, -4.66467], [-0.11785, 1.59330, -5.72098], [1.03495, 2.39138, -5.59980], [1.76404, 2.16394, -4.81935], [1.24057, 3.46491, -6.46275], [2.12577, 4.10163, -6.34364], [0.31147, 3.72554, -7.47986], [0.44924, 4.57536, -8.13846], [-0.80021, 2.88461, -7.65836], [-1.50708, 3.06931, -8.47183], [-0.99375, 1.81271, -6.78936], [-1.82939, 1.12355, -6.92277], [-1.20630, -0.16953, -4.92901], [-2.27442, 1.97354, 0.26069], [-1.92071, 0.86758, 1.17884], [-3.20578, 2.46628, 0.56484], [-2.36793, 1.56275, -0.75365], [-1.43487, 2.67151, 0.25513], [-2.57992, 0.37754, 2.22360], [-3.80226, 0.97220, 2.89341], [-2.20018, -0.54107, 2.68477], [-4.22419, 1.77021, 2.26208], [-3.53046, 1.40671, 3.87432], [-4.56272, 0.19860, 3.06691], [-0.00995, 0.06019, 0.92197], [1.25168, 2.06980, 0.65413], [-0.54981, -0.45125, -1.25799], [3.76576, 0.04919, -2.17275], [5.37599, 0.98521, -0.66698], [2.95351, 0.18377, -1.44328], [4.61216, 1.11078, 0.10895], [3.55686, 0.13795, -0.11980], [2.18356, -0.58214, -1.55948], [3.03942, -0.55733, 0.90291], [1.98191, -1.22786, 0.85496], [5.04876, 0.93221, 1.09603], [3.62671, -0.46187, 1.84404], [2.49266, 1.16594, -1.60576], [4.22056, 2.13533, 0.05944], [-1.33676, -5.29514, 2.38326], [-0.27252, -5.98542, 0.11965], [-1.83939, -4.48684, 1.84016], [-0.80089, -5.13608, -0.33086], [-1.05044, -4.10912, 0.67858], [-1.96296, -3.61788, 2.49073], [-0.54979, -2.87741, 0.56555], [-0.70167, -1.99981, 1.45701], [-0.18514, -4.69498, -1.12128], [-0.01695, -2.66256, -0.37575], [-2.81842, -4.85903, 1.51668], [-1.74622, -5.49318, -0.75745], [1.16285, -0.67773, 6.22819], [0.16967, 0.00310, 5.39640], [-0.93180, 0.66781, 6.10464], [0.25381, 0.03437, 4.09178], [0.32539, 0.13447, 2.92433], [0.85048, -0.49692, 7.26078], [2.16948, -0.25813, 6.07250], [1.16776, -1.76214, 6.03208], [-0.91475, 1.75247, 5.93572], [-1.90518, 0.25105, 5.80159], [-0.75812, 0.46131, 7.16224]],
  "atomic_forces_ev_per_a": [[-0.873, 0.313, -3.024], [1.460, -0.212, 1.420], [0.267, 0.509, -0.092], [-0.164, 0.036, 0.004], [-0.396, 0.087, -0.080], [-0.138, -0.119, -0.190], [-0.409, -0.283, -0.077], [-0.289, -0.437, 0.201], [0.023, -0.043, 0.016], [0.445, 0.180, 0.047], [0.262, -0.050, 0.278], [0.090, -0.103, 0.242], [0.051, 0.280, 0.059], [0.057, 0.197, 0.241], [-0.166, -0.003, 0.302], [-0.057, -0.444, 0.359], [-0.074, 0.295, -0.236], [-0.005, 0.165, 0.185], [-0.160, 0.202, -0.139], [-0.429, 0.269, 0.067], [0.039, -0.002, -0.239], [-0.026, 0.244, 0.151], [-0.033, -0.224, 0.354], [-0.198, -0.069, -0.231], [-0.090, 0.202, 0.036], [-0.560, 0.097, -0.094], [0.607, 1.348, -0.123], [-0.495, -0.775, -1.351], [-0.167, -0.098, 0.003], [0.055, 0.043, 0.146], [0.070, 0.107, -0.047], [-0.197, -0.311, -0.039], [0.416, 0.016, 0.070], [0.102, 0.173, 0.142], [-1.719, -0.654, -0.197], [2.680, 0.370, 0.053], [0.018, 0.129, -0.156], [-0.223, -0.022, -0.341], [-0.056, -0.236, 0.113], [-0.080, -0.206, 0.073], [-0.022, 0.071, 0.054], [-0.030, 0.071, -0.110], [0.087, -0.085, -0.217], [-0.057, 0.561, 0.354], [-0.333, -1.018, 0.022], [0.060, -0.143, -0.208], [0.064, 2.234, 1.490], [-0.043, -2.702, -1.583], [-0.141, -0.168, 0.118], [-0.092, 0.017, 0.372], [0.043, 0.089, 0.057], [0.131, 0.039, 0.016], [0.008, -0.013, -0.382], [-0.271, -0.045, 1.655], [-0.045, -0.113, -0.371], [0.327, 0.459, -3.065], [0.619, -0.328, 3.988], [0.375, -0.235, -0.168], [-0.273, -0.216, 0.038], [0.118, 0.331, 0.076], [-0.099, -0.239, -0.008], [0.282, 0.241, 0.072], [-0.346, 0.220, -0.111]],
  "e_homo_ha": [-0.0380, -0.1284],
  "spin_multiplicity": 3,
  "charge": -1,
  "energy_ha": -2274.83041
}

=====

# 3
{
  "formula": "C19H15MoN9O4S5",
  "method": "wB97M-V/def2-TZVPD",
  "species": ["Mo", "N", "N", "C", "N", "N", "N", "O", "O", "H", "H", "H", "H", "H", "S", "C", "S", "S", "S", "C", "C", "N", "C", "S", "C", "N", "O", "C", "O", "C", "C", "C", "C", "C", "C", "N", "C", "C", "C", "C", "C", "C", "N", "H", "H", "H", "H", "H", "H", "H", "H", "H", "H"],
  "positions_angstrom": [[-0.69842, 0.28215, -0.83683], [-2.18712, 1.38837, 0.58497], [-1.63260, 2.49579, 1.24282], [-0.28976, 2.68293, 1.17343], [0.22640, 3.72395, 1.83162], [0.37904, 1.76717, 0.51326], [1.77024, 1.85994, 0.41839], [2.37245, 2.93677, 0.56797], [2.40856, 0.74213, 0.93297], [-2.86672, 1.68219, -0.11783], [-2.63389, 0.77602, 1.26602], [-2.24447, 3.24507, 1.51874], [-0.38016, 4.40117, 2.25911], [1.17874, 3.97521, 1.59855], [-2.26479, -4.20946, -0.85593], [-1.77022, -2.66862, -0.93938], [-2.31547, -1.35932, 0.06778], [-0.61144, -1.97820, -1.99494], [-2.63335, 0.32735, -2.39453], [-2.40612, 1.59722, -3.55351], [-3.24485, 1.59560, -4.71262], [-3.93016, 1.58425, -5.63527], [-1.50223, 2.57112, -3.32179], [-0.57273, 2.52527, -1.85231], [-1.29462, 3.67992, -4.19592], [-1.10575, 4.56828, -4.90152], [-0.51663, -4.73744, 5.42402], [-0.78078, -3.42294, 5.26619], [-1.30908, -2.81106, 6.15126], [-0.37672, -2.79245, 3.96882], [-0.37208, -1.40131, 3.91743], [-0.02337, -0.74549, 2.75261], [0.31455, -1.46721, 1.60722], [0.31873, -2.85690, 1.66064], [-0.02798, -3.51232, 2.83087], [0.62576, -0.81775, 0.38632], [1.96355, -0.50038, 0.20016], [2.23228, -0.27101, -1.25948], [3.47726, -0.40069, -1.84629], [3.59760, -0.17702, -3.20590], [2.47180, 0.17462, -3.93840], [1.26675, 0.30554, -3.28439], [1.15689, 0.08913, -1.96696], [-0.02343, -5.08026, 4.67041], [-0.64483, -0.85420, 4.80982], [-0.00427, 0.33636, 2.72237], [0.54425, -3.41366, 0.75970], [-0.06559, -4.59603, 2.81083], [2.65832, -1.22012, 0.63813], [4.32806, -0.67215, -1.23743], [4.55768, -0.27806, -3.69371], [2.52169, 0.34985, -5.00296], [0.35901, 0.58068, -3.80450]],
  "atomic_forces_ev_per_a": [[0.242, -0.116, 0.139], [0.006, 0.003, -0.052], [-0.038, -0.037, 0.082], [0.056, 0.016, 0.044], [-0.014, 0.008, -0.045], [-0.111, 0.026, -0.101], [0.072, -0.008, 0.016], [-0.010, -0.001, -0.018], [0.005, 0.023, 0.032], [-0.009, 0.003, 0.004], [0.017, 0.003, 0.002], [0.009, 0.031, -0.049], [0.000, -0.024, 0.034], [0.004, 0.000, 0.004], [0.011, -0.027, 0.014], [-0.053, 0.090, -0.044], [-0.092, -0.051, 0.032], [0.019, -0.044, -0.045], [-0.088, 0.003, -0.022], [0.031, 0.018, 0.027], [-0.031, 0.009, -0.026], [0.006, -0.006, -0.001], [0.001, -0.019, 0.072], [-0.042, 0.055, -0.029], [-0.011, -0.016, -0.101], [0.010, 0.025, 0.041], [0.001, -0.012, 0.001], [0.014, 0.007, 0.000], [-0.008, -0.002, -0.004], [0.002, 0.011, -0.004], [-0.001, -0.007, 0.014], [0.027, -0.006, -0.015], [-0.018, 0.009, 0.051], [-0.007, 0.011, -0.008], [-0.004, -0.012, -0.007], [0.002, 0.006, -0.078], [-0.022, 0.024, -0.015], [0.010, -0.006, 0.020], [-0.002, -0.002, 0.001], [-0.006, 0.001, -0.007], [0.017, -0.004, 0.003], [-0.021, -0.001, 0.010], [0.027, 0.009, 0.013], [-0.005, 0.008, 0.001], [0.001, 0.001, -0.001], [-0.002, 0.005, -0.001], [0.005, -0.010, 0.013], [0.000, 0.000, -0.002], [0.002, 0.006, 0.007], [-0.002, 0.000, 0.002], [0.001, -0.002, 0.001], [-0.004, 0.000, 0.000], [0.002, 0.003, -0.001]],
  "e_homo_ha": [-0.2979, -0.3023],
  "spin_multiplicity": 3,
  "charge": 0,
  "relative_energy_ev": 0.915,
  "energy_ha": -3585.85625
}